Below is a structure of composition C21H31ClINOS4SiTi, with properties calculated with ωB97M-V/def2-TZVPD.

Energy relative to the best compared isomer or geometry (same formula, charge and spin) (kcal per mole): 6.13

```
! RIJCOSX wB97M-V def2-TZVPD def2/J DEFGRID3
* xyz -2 1
Ti 0.383 -0.123 0.151
S -1.661 -1.120 -0.059
S -1.744 -3.089 -0.727
S 1.581 -0.737 -1.768
S 0.792 1.179 -1.717
Cl 4.784 -3.208 4.877
C 3.975 -2.104 3.776
C 4.524 -0.880 3.537
C 3.896 0.039 2.674
I 4.769 1.897 2.354
C 2.698 -0.267 2.034
O 2.022 0.518 1.279
C 2.170 -1.587 2.272
N 1.033 -1.854 1.584
C 0.436 -3.012 1.756
C 0.958 -3.986 2.637
C 2.112 -3.744 3.322
C 2.770 -2.504 3.147
H 5.450 -0.608 4.026
H -0.449 -3.200 1.148
H 0.429 -4.924 2.741
H 2.534 -4.480 3.993
C -0.301 4.938 1.869
C 0.089 3.812 0.896
C -0.103 4.362 -0.524
C 1.599 3.594 1.062
Si -0.882 2.098 1.157
C -2.730 2.417 0.508
C -3.315 3.807 0.814
C -3.740 1.402 1.068
C -2.742 2.232 -1.019
C -1.013 1.828 3.123
C -2.023 2.716 3.864
C -1.414 0.366 3.370
C 0.338 2.022 3.825
H 0.255 5.849 1.600
H -0.034 4.697 2.898
H -1.363 5.183 1.847
H 0.559 5.231 -0.660
H -1.122 4.698 -0.717
H 0.161 3.632 -1.289
H 2.120 4.549 0.894
H 1.982 2.862 0.353
H 1.863 3.248 2.060
H -3.355 4.018 1.884
H -4.346 3.847 0.432
H -2.765 4.615 0.333
H -3.921 1.536 2.136
H -3.435 0.372 0.893
H -4.704 1.551 0.558
H -2.080 2.931 -1.532
H -3.763 2.400 -1.395
H -2.434 1.225 -1.300
H -3.048 2.546 3.539
H -1.808 3.779 3.746
H -1.983 2.490 4.941
H -2.343 0.086 2.874
H -1.533 0.194 4.451
H -0.646 -0.323 3.012
H 0.643 3.068 3.863
H 1.136 1.461 3.340
H 0.256 1.670 4.864
*
```

Atomic partial charges in e from the Mulliken method, atoms 1 to 2: -0.64, -0.25

=====

Below is a structure of composition C21H31ClN3NiO2Sb, with properties calculated with ωB97M-V/def2-TZVPD.

```
! RIJCOSX wB97M-V def2-TZVPD def2/J DEFGRID3
* xyz 0 3
Ni 1.494 0.069 0.603
Cl 6.921 4.779 0.855
C 5.777 3.508 0.556
C 6.138 2.436 -0.279
C 5.258 1.424 -0.534
C 3.956 1.404 0.033
O 3.164 0.426 -0.247
C 3.606 2.504 0.874
C 2.327 2.650 1.474
O 1.355 1.875 1.425
C 4.537 3.541 1.116
H 7.128 2.425 -0.718
H 5.530 0.596 -1.175
H 2.182 3.575 2.048
H 4.251 4.368 1.754
C -3.829 0.368 0.820
C -2.386 0.819 1.023
C -2.229 2.279 0.604
C -1.980 0.679 2.491
Sb -0.973 -0.374 -0.143
C -1.070 0.327 -2.214
C -0.397 -0.756 -3.059
C -0.229 1.603 -2.294
C -2.481 0.598 -2.722
C -1.591 -2.464 -0.098
C -0.383 -3.298 -0.545
C -2.792 -2.776 -0.980
C -1.908 -2.790 1.363
H -4.501 1.019 1.390
H -3.985 -0.652 1.174
H -4.129 0.417 -0.229
H -2.792 2.910 1.298
H -2.628 2.457 -0.398
H -1.185 2.599 0.633
H -2.617 1.328 3.100
H -0.943 0.987 2.646
H -2.092 -0.340 2.860
H 0.571 -1.052 -2.647
H -0.228 -0.370 -4.070
H -1.023 -1.646 -3.147
H 0.795 1.432 -1.947
H -0.653 2.424 -1.715
H -0.166 1.927 -3.339
H -3.129 -0.274 -2.637
H -2.439 0.879 -3.780
H -2.950 1.423 -2.182
H -0.205 -3.216 -1.618
H -0.571 -4.349 -0.309
H 0.526 -3.007 -0.020
H -2.605 -2.545 -2.030
H -3.688 -2.241 -0.662
H -3.000 -3.849 -0.914
H -1.114 -2.470 2.044
H -2.003 -3.871 1.485
H -2.846 -2.325 1.679
N 1.727 -1.325 1.938
C 1.966 -2.427 2.251
N 2.328 -3.599 2.631
C 1.456 -4.578 2.362
N 0.749 -5.463 2.125
*
```

Atomic partial charges in e from the Mulliken method, atoms 1 to 2: 0.32, -0.22

=====

Below is a structure of composition C21H31EuN7OS2, with properties calculated with ωB97M-V/def2-TZVPD.

Energy relative to the best compared isomer or geometry (same formula, charge and spin) (kcal per mole): 6.64

```
! RIJCOSX wB97M-V def2-TZVPD def2/J DEFGRID3
* xyz 0 8
Eu -0.296 0.105 -0.030
C 2.704 -1.574 -0.795
C 2.902 -0.045 -0.793
N 2.346 0.613 0.391
C 2.949 0.256 1.663
C 1.934 0.045 2.795
N 0.766 -0.753 2.433
C 0.916 -2.201 2.384
C 1.775 -2.704 1.219
N 1.524 -2.050 -0.060
H 2.609 -1.875 -1.838
H 3.596 -2.073 -0.400
H 3.981 0.145 -0.888
H 2.394 0.392 -1.655
H 2.290 1.611 0.214
H 3.530 -0.655 1.523
H 3.679 1.001 2.006
H 2.476 -0.382 3.654
H 1.554 1.016 3.120
H 0.002 -0.514 3.052
H 1.350 -2.609 3.312
H -0.091 -2.613 2.294
H 2.829 -2.575 1.472
H 1.635 -3.790 1.155
H 0.939 -2.599 -0.675
S -0.312 -0.813 -2.678
C -0.074 0.544 -3.789
C -0.087 0.280 -5.159
C 0.099 1.273 -6.105
C 0.307 2.580 -5.682
C 0.321 2.859 -4.327
C 0.133 1.873 -3.356
S 0.160 2.355 -1.657
H -0.248 -0.743 -5.477
H 0.080 1.025 -7.159
H 0.458 3.378 -6.399
H 0.483 3.876 -3.991
N -4.238 2.639 0.653
C -4.963 1.680 -0.019
C -4.098 0.656 -0.248
N -2.858 0.970 0.247
C -2.971 2.163 0.774
C -1.849 2.880 1.368
N -0.687 2.326 1.625
C 0.105 3.339 2.107
C -0.590 4.507 2.139
N -1.850 4.200 1.677
H -4.587 3.519 0.988
H -5.999 1.821 -0.268
H -4.276 -0.266 -0.773
H 1.132 3.175 2.383
H -0.323 5.508 2.422
H -2.575 4.861 1.465
C -2.217 -3.543 -1.289
C -2.426 -2.940 0.066
C -3.517 -3.489 0.947
O -1.734 -2.017 0.460
H -3.133 -3.990 -1.675
H -1.485 -4.349 -1.180
H -1.820 -2.791 -1.975
H -3.765 -4.521 0.709
H -4.405 -2.876 0.768
H -3.240 -3.382 1.994
*
```

Atomic partial charges in e from the Mulliken method, atoms 1 to 2: 0.98, -0.88

=====

Below is a cluster of 6 separate species, C21H31FN3O17 in total in a non-equilibrium geometry, with properties calculated with ωB97M-V/def2-TZVPD.

```
! RIJCOSX wB97M-V def2-TZVPD def2/J DEFGRID3
* xyz 1 1
N 0.818 -2.074 4.646
C 1.059 -1.194 3.508
C -0.267 -0.676 2.982
O -0.463 -0.575 1.798
N -1.246 -0.318 3.944
C -1.035 0.767 4.792
O -1.410 1.898 4.610
F -0.308 0.465 5.858
C 1.891 -1.895 2.409
C 2.502 -0.742 1.695
N 3.115 -0.011 2.879
C 1.996 -0.010 3.881
H -0.119 -2.445 4.618
H 1.424 -2.879 4.605
H -2.085 -0.866 4.043
H 1.278 -2.564 1.831
H 2.663 -2.469 2.893
H 3.152 -0.897 0.850
H 1.748 -0.052 1.355
H 3.987 -0.411 3.214
H 3.362 0.908 2.521
H 2.318 0.011 4.908
H 1.513 0.948 3.743
C -1.478 -0.090 -1.444
C -2.133 0.592 -2.620
O -1.029 1.322 -3.193
C 0.120 0.723 -2.814
O 1.204 0.992 -3.212
O -0.119 -0.229 -1.879
H -1.911 -1.061 -1.223
H -1.491 0.521 -0.541
H -2.513 -0.117 -3.357
H -2.932 1.265 -2.329
C 1.158 -2.014 -5.906
C 1.922 -1.947 -4.601
O 2.254 -3.327 -4.373
C 2.251 -3.959 -5.572
O 2.671 -5.054 -5.751
O 1.738 -3.164 -6.534
H 1.296 -1.133 -6.527
H 0.089 -2.189 -5.763
H 2.843 -1.370 -4.689
H 1.339 -1.556 -3.774
C 6.225 -4.126 -3.069
C 5.783 -3.662 -4.437
O 5.528 -2.266 -4.216
C 6.249 -1.867 -3.142
O 6.366 -0.743 -2.787
O 6.795 -2.934 -2.510
H 6.961 -4.925 -3.102
H 5.386 -4.437 -2.444
H 6.566 -3.767 -5.188
H 4.882 -4.166 -4.779
C -2.909 5.508 -1.613
C -4.049 5.457 -2.607
O -4.414 4.070 -2.574
C -4.020 3.556 -1.394
O -4.321 2.475 -0.997
O -3.233 4.427 -0.725
H -2.855 6.445 -1.067
H -1.942 5.304 -2.074
H -4.907 6.052 -2.293
H -3.758 5.750 -3.611
C -4.644 1.873 4.976
C -5.644 3.009 5.013
O -6.844 2.341 5.414
C -6.506 1.206 6.073
O -7.258 0.516 6.667
O -5.172 0.965 5.946
H -3.643 2.182 5.246
H -4.621 1.375 4.002
H -5.391 3.762 5.761
H -5.780 3.494 4.050
*
```

Atomic partial charges in e from the Mulliken method, atoms 1 to 2: -0.62, 1.62

=====

Number 1: E -120780.4385 eV. Number 2: E -90947.9800 eV. Number 3: E -75760.5769 eV. Number 4: E -64268.3501 eV.